Entry from OMol25: C37H43N6ORbS4 as an isolated structure (wB97M-V/def2-TZVPD).

Geometry as XYZ:
```
92
Properties=species:S:1:pos:R:3:forces:R:3
Rb 0.626 -2.158 2.311 0.406 -0.395 -0.159
C 4.191 -1.309 0.430 0.000 -0.007 0.009
N 2.991 -0.543 0.764 -0.010 0.015 0.027
C 2.322 -0.028 -0.413 -0.023 -0.002 -0.002
C 2.189 -1.018 -1.571 0.005 -0.014 0.005
N 1.605 -2.288 -1.246 0.010 -0.004 0.029
C 0.177 -2.249 -1.029 -0.017 0.013 0.040
C 2.019 -3.406 -2.030 0.001 0.000 0.003
C 2.358 -3.231 -3.369 0.001 -0.001 0.003
C 2.781 -4.288 -4.164 -0.001 0.001 0.000
C 2.841 -5.555 -3.595 -0.001 -0.002 -0.002
C 2.489 -5.742 -2.271 0.001 -0.002 0.005
C 2.072 -4.692 -1.426 0.004 0.011 -0.010
S 1.687 -4.998 0.235 -0.036 0.010 0.041
C 3.199 0.413 1.808 -0.016 0.019 0.037
C 3.050 1.781 1.558 -0.008 -0.011 -0.006
C 3.291 2.748 2.528 0.005 -0.023 0.018
C 3.686 2.339 3.793 -0.013 0.018 -0.019
C 3.796 0.987 4.071 0.010 0.021 -0.020
C 3.553 -0.027 3.124 -0.004 0.018 -0.035
S 3.691 -1.690 3.619 -0.010 0.034 0.012
H 4.709 -1.570 1.348 -0.001 0.000 -0.003
H 4.861 -0.721 -0.221 -0.002 0.000 0.001
H 3.910 -2.237 -0.066 0.001 -0.002 -0.003
H 2.864 0.829 -0.861 0.000 -0.001 0.003
H 1.346 0.356 -0.096 0.017 0.007 -0.006
H 3.183 -1.198 -1.981 0.002 0.001 -0.002
H 1.624 -0.484 -2.371 -0.006 0.006 -0.009
H -0.376 -1.967 -1.948 0.019 0.005 -0.012
H -0.069 -1.525 -0.251 -0.066 0.019 0.006
H -0.176 -3.219 -0.683 -0.006 0.001 -0.017
H 2.289 -2.239 -3.803 0.000 -0.001 -0.002
H 3.050 -4.124 -5.201 0.000 0.001 0.000
H 3.168 -6.404 -4.187 0.000 -0.001 0.000
H 2.546 -6.729 -1.829 0.000 0.000 0.001
H 2.755 2.123 0.576 0.017 -0.021 0.017
H 3.174 3.799 2.284 0.000 0.012 0.005
H 3.887 3.068 4.573 -0.001 0.002 -0.001
H 4.069 0.658 5.066 0.000 0.003 0.003
C -4.430 0.582 0.593 0.030 0.011 -0.002
N -3.498 -0.481 0.904 0.085 0.056 -0.013
C -4.029 -1.634 1.139 -0.007 0.051 -0.062
C -3.421 -2.894 1.375 0.048 -0.098 0.055
C -4.182 -4.085 1.395 -0.017 0.028 -0.034
C -3.272 -5.122 1.519 0.061 -0.067 0.119
C -2.005 -4.506 1.599 -0.014 0.139 -0.127
N -2.079 -3.172 1.505 -0.193 0.113 -0.024
C -4.646 0.787 -0.897 0.029 0.029 0.006
C -5.163 1.997 -1.354 0.029 0.017 0.009
C -5.384 2.214 -2.705 -0.004 -0.004 -0.014
C -5.082 1.220 -3.627 -0.002 0.006 0.001
C -4.561 0.015 -3.182 -0.003 -0.008 0.007
C -4.345 -0.201 -1.826 -0.004 -0.024 0.021
H -4.043 1.524 0.995 -0.019 0.033 0.023
H -5.414 0.413 1.060 -0.006 -0.029 -0.009
H -5.130 -1.701 1.124 -0.008 0.002 0.016
H -5.258 -4.150 1.295 -0.001 0.001 0.005
H -3.473 -6.183 1.543 0.000 -0.004 0.018
H -1.045 -5.003 1.671 0.012 0.021 -0.010
H -5.372 2.785 -0.638 0.006 0.001 -0.002
H -5.777 3.167 -3.041 0.000 0.001 0.001
H -5.243 1.390 -4.685 -0.001 -0.001 -0.001
H -4.314 -0.766 -3.892 0.001 0.002 -0.001
H -3.929 -1.140 -1.483 0.025 0.001 0.000
C 0.047 2.425 4.104 0.024 -0.009 -0.016
S -0.483 0.893 3.347 -0.129 -0.010 0.024
C -2.238 1.075 3.668 -0.001 0.019 -0.045
O -0.041 -0.210 4.255 -0.026 0.059 0.069
H -0.312 2.447 5.134 -0.001 -0.008 -0.002
H -0.350 3.253 3.516 0.007 0.004 -0.008
H 1.135 2.425 4.072 0.003 0.008 0.001
H -2.604 1.965 3.159 -0.024 0.033 -0.025
H -2.372 1.130 4.749 -0.004 0.005 -0.012
H -2.721 0.191 3.256 -0.014 -0.004 -0.004
N -1.205 0.890 -0.364 -0.150 -0.148 0.046
C -0.851 2.172 -0.371 0.017 0.050 0.096
S -1.563 3.325 0.628 -0.001 -0.023 -0.005
N 0.124 2.465 -1.284 -0.007 -0.073 -0.015
C 0.852 3.659 -1.460 0.033 0.054 -0.050
C 1.365 4.386 -0.391 -0.019 -0.008 0.001
C 2.130 5.514 -0.637 -0.003 0.009 0.017
C 2.408 5.920 -1.936 -0.003 -0.017 -0.003
C 1.915 5.179 -2.999 0.007 0.004 0.005
C 1.137 4.057 -2.763 -0.020 0.014 0.014
H -1.920 0.491 0.260 0.018 0.068 -0.077
H -0.775 0.239 -1.003 -0.006 -0.034 0.023
H 0.402 1.711 -1.896 -0.005 -0.007 0.003
H 1.174 4.054 0.618 -0.023 0.001 0.019
H 2.530 6.071 0.202 0.002 -0.002 0.000
H 3.014 6.799 -2.116 0.000 0.000 0.001
H 2.131 5.475 -4.019 0.001 0.002 0.000
H 0.737 3.481 -3.590 -0.002 0.000 0.004
```
Forces are in eV/Å.

## Properties
- HOMO level (eV) = -1.4
- DFT total energy (eV) = -94053.960
- gap between HOMO and LUMO (eV) = 5.1
- 2S+1 = 1
- total charge = -2
- energy above the lowest of the compared OMol25 structures with the same formula, charge and spin (kcal/mol) = 21.0

Entry from OMol25: a 5-piece molecular cluster, C37H43NO18P overall in a non-equilibrium geometry (wB97M-V/def2-TZVPD).

Geometry as XYZ:
```
100
Properties=species:S:1:pos:R:3:forces:R:3
C -3.057 1.418 -1.972 -0.522 -1.150 0.747
C -2.471 -0.039 -1.884 -0.577 0.577 -1.083
C -1.082 -0.190 -2.577 0.105 0.016 0.268
C 0.146 -0.311 -1.632 0.422 -0.378 -0.362
C -0.029 -1.206 -0.360 0.586 0.269 -0.083
P 1.722 -1.738 0.103 -0.186 0.113 2.870
O 1.857 -2.221 1.536 -0.217 0.279 -1.917
C -0.497 -0.272 0.823 0.596 -0.546 -0.541
C -1.450 -0.898 1.895 -0.141 2.412 1.645
C -0.855 -0.469 3.294 -0.048 0.674 -0.579
C -2.857 -0.164 1.837 -0.012 -0.389 0.574
N -1.547 -2.358 1.917 0.822 0.430 -0.891
O -0.750 -2.945 2.729 -0.366 -0.071 0.213
C -1.731 -3.026 0.627 -0.670 -2.420 -0.885
C -3.227 -3.068 0.128 0.496 0.187 0.100
C -1.369 -4.548 0.850 -0.476 0.620 -0.370
C -0.836 -2.534 -0.568 0.371 0.076 0.021
H -2.520 2.133 -1.326 -0.030 -0.169 -0.578
H -3.146 1.731 -3.026 0.314 0.099 0.508
H -4.095 1.342 -1.575 0.535 0.281 -0.234
H -3.188 -0.660 -2.468 0.393 0.204 0.455
H -2.526 -0.413 -0.849 0.295 0.249 -0.475
H -1.093 -1.063 -3.257 -0.045 0.337 0.395
H -0.923 0.694 -3.233 -0.062 -0.498 0.362
H 0.490 0.696 -1.321 -0.281 -0.623 -0.022
H 0.993 -0.737 -2.225 -0.498 0.286 0.089
H 2.205 -2.681 -0.847 -0.291 0.400 -0.157
H 2.544 -0.565 -0.025 -0.414 -0.357 -0.605
H -0.908 0.644 0.351 -0.092 -0.614 0.470
H 0.424 0.075 1.346 -0.554 -0.206 -0.247
H 0.235 -0.639 3.342 -0.638 -0.327 0.142
H -1.404 -0.933 4.129 0.368 0.050 -0.381
H -1.007 0.631 3.366 0.089 -0.539 -0.053
H -3.679 -0.829 1.526 0.375 0.425 -0.122
H -3.112 0.172 2.865 0.059 -0.330 -0.575
H -2.811 0.763 1.234 -0.099 -0.659 0.078
H -3.215 -3.709 -0.774 -0.152 0.390 0.385
H -3.898 -3.545 0.865 0.355 0.355 -0.187
H -3.614 -2.076 -0.161 0.082 -0.493 0.167
H -1.703 -5.086 -0.055 0.243 0.196 0.415
H -0.281 -4.689 0.959 -0.549 0.041 0.267
H -1.937 -4.932 1.719 0.522 0.095 -0.403
H -0.090 -3.336 -0.776 -0.531 0.374 0.121
H -1.483 -2.528 -1.470 0.473 0.394 0.481
C -3.262 -10.123 1.389 0.158 -0.364 0.080
C -3.149 -8.922 0.820 -0.861 0.130 0.331
C -1.908 -8.509 0.102 0.743 -0.206 -0.192
O -1.861 -7.410 -0.417 -0.344 0.019 -0.001
C -0.792 -9.453 0.059 -0.175 0.385 -0.102
C -0.903 -10.654 0.632 0.883 -0.109 -0.302
C -2.155 -11.077 1.326 -0.724 0.176 0.245
O -2.215 -12.188 1.816 0.326 -0.119 -0.077
O 0.104 -11.543 0.611 -0.698 0.202 0.181
O -4.147 -8.022 0.863 0.673 -0.210 -0.217
H -4.157 -10.434 1.910 0.004 0.014 -0.013
H 0.108 -9.137 -0.448 -0.003 -0.016 0.009
H -0.229 -12.322 1.088 0.037 -0.152 0.047
H -3.815 -7.245 0.381 -0.029 0.149 -0.037
C 0.815 3.764 -3.209 -0.284 -0.152 0.365
C 1.460 4.754 -3.828 -0.206 -0.480 -0.768
C 1.995 5.929 -3.080 0.086 0.368 0.693
O 2.593 6.796 -3.687 -0.010 -0.148 -0.333
C 1.769 5.984 -1.636 0.156 0.151 -0.362
C 1.120 4.994 -1.017 0.234 0.552 0.836
C 0.610 3.808 -1.763 -0.068 -0.269 -0.757
O 0.043 2.923 -1.150 -0.001 0.129 0.349
O 0.893 5.012 0.307 0.362 -0.289 -1.101
O 1.664 4.743 -5.156 0.127 0.282 0.690
H 0.426 2.906 -3.740 0.033 0.005 -0.012
H 2.145 6.848 -1.107 0.002 -0.015 0.004
H 0.410 4.190 0.504 -0.233 0.021 0.266
H 2.149 5.564 -5.350 0.046 0.104 -0.117
C -2.391 4.524 3.881 0.263 0.020 -0.413
C -2.688 4.938 5.116 -0.713 -0.640 -0.023
C -1.893 6.004 5.796 0.645 0.518 -0.022
O -2.213 6.361 6.912 -0.287 -0.227 0.055
C -0.751 6.573 5.079 -0.259 -0.022 0.337
C -0.454 6.155 3.846 0.799 0.675 0.026
C -1.264 5.110 3.159 -0.680 -0.497 0.188
O -0.959 4.781 2.029 -0.037 -0.033 0.149
O 0.590 6.655 3.161 -0.681 -0.539 0.023
O -3.714 4.419 5.807 0.599 0.487 -0.089
H -2.960 3.754 3.378 -0.009 0.009 0.019
H -0.172 7.331 5.587 -0.001 -0.004 -0.018
H 0.588 6.192 2.301 0.135 0.049 -0.134
H -3.714 4.886 6.661 -0.082 0.012 0.147
C 7.380 2.716 -2.185 -0.327 -0.187 0.188
C 7.829 3.498 -3.170 0.827 -0.151 0.401
C 6.908 4.080 -4.190 -0.677 0.073 -0.270
O 7.361 4.801 -5.056 0.327 -0.019 0.077
C 5.486 3.748 -4.100 0.248 0.194 -0.171
C 5.038 2.963 -3.118 -0.750 0.146 -0.431
C 5.955 2.403 -2.083 0.753 -0.082 0.294
O 5.494 1.708 -1.198 -0.372 -0.007 -0.105
O 3.737 2.638 -3.010 0.668 -0.049 0.271
O 9.132 3.801 -3.291 -0.723 0.050 -0.230
H 8.037 2.290 -1.439 0.001 0.017 -0.010
H 4.830 4.160 -4.854 -0.002 -0.011 0.008
H 3.679 2.068 -2.222 -0.061 -0.091 0.089
H 9.192 4.376 -4.074 0.111 0.092 -0.085
```
Forces are in eV/Å.

## Properties
- HOMO level (alpha / beta) (eV) = -8.0 / -9.2
- ⟨S²⟩ = 0.7541
- DFT total energy (eV) = -86695.472
- gap between HOMO and LUMO (alpha / beta) (eV) = 6.2 / 7.5
- 2S+1 = 2
- total charge = 0

What is the 2S+1 in the first record?
1

The lowest total charge belongs to which entry?
C37H43N6ORbS4